The following is a DFT calculation (ωB97M-V/def2-TZVPD) of a molecular structure, C16H29AlBrClF3KNNaO16SV in a non-equilibrium geometry.

Atoms and positions in Å:
1 C -1.79757 4.11435 0.10686
2 C -2.27277 4.17768 -1.34689
3 O -3.65047 4.50349 -1.39086
4 C -1.96582 2.90067 -2.15980
5 O -0.87794 2.17215 -1.56454
6 C -1.00008 0.78437 -1.65398
7 O 0.19388 0.29774 -0.92986
8 S -0.13264 -0.85526 0.04563
9 O 0.59299 -2.04261 -0.29112
10 O -0.07510 -0.48981 1.42505
11 O -1.58715 -1.13396 -0.45881
12 C -2.18982 0.10466 -0.93163
13 C -2.89175 0.83621 0.19035
14 C -3.98660 -0.00753 0.82536
15 O -4.96249 -0.51007 -0.05781
16 C -5.53730 0.39945 -0.95414
17 C -6.88063 -0.14683 -1.39155
18 F -6.73782 -1.09697 -2.31236
19 F -7.61191 0.83782 -1.91089
20 F -7.56144 -0.65383 -0.37340
21 H -1.49561 5.11747 0.41122
22 H -0.93836 3.46437 0.25317
23 H -2.57781 3.83969 0.81700
24 H -1.77228 5.01706 -1.83586
25 H -4.12108 3.93977 -0.76580
26 H -1.62906 3.21718 -3.14991
27 H -2.85786 2.30595 -2.35649
28 H -0.96187 0.50088 -2.72420
29 H -2.85424 -0.25148 -1.71719
30 H -2.17321 1.06784 0.98127
31 H -3.24824 1.79623 -0.17898
32 H -4.43668 0.50593 1.68176
33 H -3.49321 -0.89310 1.22793
34 H -5.68448 1.41084 -0.56302
35 H -4.91838 0.49187 -1.85445
36 C 1.47271 5.33320 1.59601
37 O 1.10870 5.43232 0.42511
38 H 2.49451 5.62161 1.87863
39 H 0.65827 6.15164 2.51048
40 H 1.22628 4.40910 2.17014
41 K 0.72799 -4.42329 -0.60835
42 N 2.23399 -5.35386 3.31653
43 O 3.36785 -5.10112 3.62798
44 O 1.83989 -5.43818 2.16108
45 O 1.35778 -5.57496 4.28091
46 Na 1.16677 4.23033 -1.44333
47 O -9.38150 -3.83556 -1.69937
48 V -7.84285 -4.41343 -1.79430
49 O -6.30771 -5.03480 -1.81044
50 C 7.28912 -4.12396 3.02112
51 C 6.16305 -3.19241 2.57470
52 C 6.77935 -1.83027 2.83208
53 O 8.18829 -1.99913 2.63987
54 C 8.51848 -3.34076 2.54814
55 H 7.24088 -5.12172 2.59151
56 H 7.28800 -4.22371 4.10858
57 H 5.97034 -3.32579 1.50829
58 H 5.23003 -3.35102 3.11138
59 H 6.61021 -1.50187 3.86210
60 H 6.41944 -1.05226 2.16056
61 H 8.81262 -3.56818 1.52461
62 H 9.53060 -3.58846 3.29241
63 Cl 10.84907 -2.66840 3.04108
64 Al -0.11033 -4.55782 4.97767
65 C 1.11152 0.56799 -5.54300
66 C -0.02423 -0.06230 -4.72165
67 O -0.97748 0.71438 -4.39212
68 O 0.09552 -1.26927 -4.44748
69 H 0.92562 1.62449 -5.73513
70 H 2.05435 0.46407 -5.00213
71 H 1.20703 0.04997 -6.49642
72 Br 0.80059 7.63117 2.84069

- net charge = +1
- frontier orbital gap (eV) = 0.8
- highest occupied orbital energy (eV) = -7.6
- LUMO energy (eV) = -6.819
- electronic energy (a.u.) = -7565.57762